1.
{"formula": "C26H30BBrCl2N8O5W", "method": "ωB97M-V/def2-TZVPD", "symbols": ["W", "C", "N", "C", "C", "O", "C", "O", "C", "C", "O", "N", "C", "C", "H", "H", "H", "H", "H", "H", "H", "H", "H", "H", "H", "H", "H", "H", "H", "H", "Br", "C", "C", "C", "C", "C", "N", "C", "O", "O", "H", "H", "H", "B", "N", "C", "C", "C", "N", "N", "C", "C", "C", "N", "H", "H", "H", "H", "H", "H", "H", "H", "Cl", "C", "C", "C", "C", "C", "Cl", "C", "N", "H", "H", "H"], "xyz": [[0.4507, 0.6707, -0.0625], [-0.2802, -3.7431, -2.0526], [0.0683, -2.3400, -2.1024], [0.8937, -2.0098, -3.2491], [0.4950, -1.7411, -0.8406], [1.3162, -0.6666, -1.0630], [1.3127, -2.7261, 0.0758], [1.9949, -1.9838, 1.0627], [1.5041, -2.0167, 2.3833], [0.6761, -0.7735, 2.6461], [0.7131, 0.1643, 1.7396], [-0.0535, -0.6224, 3.8028], [-0.8377, 0.5798, 3.9731], [0.2799, -1.3057, 5.0320], [-0.9444, -3.9563, -2.8920], [-0.8198, -3.9632, -1.1339], [0.5963, -4.4027, -2.1145], [0.3924, -2.3825, -4.1420], [1.8970, -2.4526, -3.1724], [0.9879, -0.9234, -3.3209], [2.0814, -3.2079, -0.5372], [0.6653, -3.4799, 0.5236], [2.3982, -2.0172, 3.0245], [0.9354, -2.9356, 2.5745], [-0.9474, 1.0778, 3.0075], [-0.3545, 1.2695, 4.6728], [-1.8257, 0.3228, 4.3653], [0.9399, -2.1449, 4.8393], [-0.6366, -1.6695, 5.5048], [0.7782, -0.6238, 5.7314], [3.7902, 0.3593, 0.8518], [3.5097, 1.1085, -0.8826], [4.5081, 1.1352, -1.8055], [4.2133, 1.6444, -3.1014], [2.9127, 1.9953, -3.3654], [1.9430, 1.9185, -2.3674], [2.2438, 1.5435, -1.0411], [0.5187, 2.0712, -2.6076], [0.0145, 2.5037, -3.6357], [-0.1834, 1.6341, -1.5513], [5.4914, 0.7751, -1.5586], [4.9806, 1.6886, -3.8560], [2.5795, 2.3091, -4.3422], [-1.1297, 3.8736, -0.0613], [0.3810, 3.6230, 0.1887], [1.3023, 4.5720, 0.0298], [2.3994, 4.2638, 0.8183], [2.0579, 3.0739, 1.4356], [0.8379, 2.6708, 1.0294], [-1.9332, 2.5572, 0.0683], [-3.2422, 2.4977, -0.1495], [-3.7345, 1.3167, 0.3882], [-2.6207, 0.6982, 0.9252], [-1.5170, 1.4442, 0.7073], [-1.2750, 4.3468, -1.1372], [-1.4989, 4.5764, 0.8396], [1.1326, 5.4113, -0.6146], [3.3033, 4.8232, 0.9250], [2.6149, 2.5112, 2.1607], [-3.7439, 3.2948, -0.6596], [-4.7412, 0.9567, 0.3848], [-2.5601, -0.2176, 1.4803], [-1.7163, -3.0971, 1.9286], [-2.5163, -2.6538, 0.4654], [-3.7582, -3.2003, 0.1940], [-4.4118, -2.8598, -0.9775], [-3.8417, -1.9380, -1.8381], [-2.6134, -1.3799, -1.5314], [-1.9347, -0.1282, -2.4976], [-1.8832, -1.7330, -0.3801], [-0.6293, -1.1821, -0.0890], [-4.2062, -3.8799, 0.9016], [-5.3708, -3.2949, -1.2113], [-4.3499, -1.6299, -2.7368]], "forces_ev_per_angstrom": [[-1.24, 1.83, -0.63], [0.07, 0.14, 0.00], [0.48, 0.05, 0.21], [-0.10, 0.20, 0.24], [-0.36, -2.15, 0.29], [0.57, -0.77, -0.80], [-0.27, 0.17, -0.80], [-0.11, -0.41, 0.86], [0.40, -0.15, -0.78], [-0.81, 1.93, -0.33], [0.41, -3.29, 6.46], [1.65, 0.39, -2.10], [-0.33, 0.55, -0.22], [-0.08, -0.46, 0.12], [0.02, -0.14, 0.00], [-0.06, -0.10, -0.03], [0.01, -0.13, -0.02], [0.06, -0.02, -0.06], [0.07, 0.00, -0.19], [0.04, -0.25, -0.16], [-0.03, -0.02, 0.06], [-0.01, -0.05, -0.06], [-0.28, 0.10, 0.12], [-0.01, 0.24, 0.11], [-0.04, -0.02, 0.26], [0.03, -0.09, -0.04], [0.10, -0.04, -0.04], [-0.02, -0.10, 0.04], [0.11, -0.01, -0.05], [-0.04, -0.01, -0.16], [0.93, 0.19, -0.35], [-0.43, -0.13, 1.04], [-0.06, 0.34, -0.69], [-0.11, -0.34, 0.78], [-0.25, 0.12, 0.13], [0.60, -0.37, 1.31], [-0.06, 0.14, -1.88], [-0.56, 0.47, -0.54], [0.29, -0.32, 0.78], [-0.13, 1.06, -2.32], [0.09, -0.03, 0.11], [0.07, 0.01, -0.09], [-0.02, 0.05, -0.10], [0.13, -0.11, 0.17], [0.34, 0.58, -0.14], [-0.01, -0.29, 0.08], [-0.05, -0.13, 0.16], [-0.24, 0.17, 0.08], [0.23, 0.03, 0.08], [-0.61, 0.06, -0.06], [0.28, -0.20, 0.11], [0.18, -0.06, 0.24], [-0.01, 0.30, 0.03], [-0.35, -0.14, -0.34], [-0.10, 0.19, -0.37], [-0.12, 0.27, 0.13], [-0.19, 0.18, -0.07], [0.23, 0.16, 0.06], [0.03, -0.19, -0.12], [-0.08, 0.22, -0.05], [-0.24, -0.05, 0.02], [0.10, -0.18, -0.06], [-0.01, -0.23, 0.52], [0.09, 0.38, -0.45], [-0.06, -0.09, 0.00], [0.10, 0.06, 0.10], [0.14, 0.10, -0.03], [0.33, 0.12, 0.16], [-0.95, -0.36, -0.53], [-0.23, 0.29, -0.16], [0.64, 0.44, 0.04], [0.00, -0.11, 0.04], [-0.10, -0.04, 0.01], [-0.05, 0.04, -0.13]], "mulliken_charge": [1.7171, -1.1704, 0.6590, -0.9291, 0.7629, -0.5357, -1.1504, -0.2281, -1.3296, 0.4868, 0.0088, 0.4947, -0.8142, -1.0514, 0.3522, 0.3592, 0.3392, 0.3453, 0.2454, 0.1957, 0.4219, 0.3123, 0.4711, 0.3967, 0.1349, 0.3515, 0.2976, 0.4177, 0.3108, 0.3103, -0.0459, 0.1844, -0.7173, -0.4798, -1.0507, 0.4809, 0.0974, 0.0501, -0.7513, -0.5340, 0.4816, 0.4467, 0.5451, 0.3799, -0.2626, -0.2129, -1.4618, -0.3567, 0.3824, -0.2383, -0.3801, -1.4233, -0.2882, 0.2223, -0.1385, -0.1785, 0.5164, 0.4704, 0.7057, 0.5140, 0.5161, 0.6866, -0.2414, 1.6202, -0.4396, -0.8217, -0.7833, 0.8559, -0.1153, -2.3273, 0.4680, 0.5003, 0.4062, 0.5358], "e_tot_ev": -147196.332, "relative_energy_kj_mol": 309.4, "largest_force_ha_per_bohr": 0.14123, "molar_mass_da": 880.039, "orbital_gap_ev": [5.333, 7.766], "multiplicity": 3}

2.
{"formula": "C26H30BrF6N6O6S3SbZn", "method": "ωB97M-V/def2-TZVPD", "symbols": ["Zn", "Br", "C", "C", "C", "C", "C", "C", "N", "N", "C", "C", "C", "C", "O", "C", "N", "C", "C", "C", "C", "H", "H", "H", "H", "H", "H", "H", "H", "H", "F", "C", "F", "F", "S", "O", "O", "N", "S", "O", "O", "C", "F", "F", "F", "C", "C", "C", "O", "H", "H", "H", "H", "H", "H", "C", "Sb", "C", "C", "H", "H", "H", "H", "H", "H", "H", "H", "H", "S", "C", "N", "C", "C", "N", "H", "H", "H", "H", "H", "H"], "xyz": [[8.8799, 11.6403, 8.6921], [11.3577, 17.0438, 13.6091], [12.5551, 17.2822, 12.1297], [12.2931, 18.3445, 11.2587], [13.0309, 18.4860, 10.0891], [13.8840, 17.4244, 9.7143], [14.4477, 16.6775, 10.7732], [13.7346, 16.5479, 11.9389], [13.7953, 16.8790, 8.4597], [14.0948, 15.6255, 8.3255], [13.1448, 14.8008, 7.8234], [13.6427, 13.4930, 7.4614], [12.7884, 12.4138, 7.3837], [11.4671, 12.4335, 7.8876], [10.6920, 11.3918, 7.9467], [10.9870, 13.7100, 8.3664], [9.8011, 13.6879, 9.0335], [9.2148, 14.8593, 9.3210], [9.6971, 16.0629, 8.8264], [10.8963, 16.0702, 8.1181], [11.6946, 14.9158, 8.1254], [11.4781, 19.0294, 11.5148], [12.8663, 19.3470, 9.4161], [15.3500, 16.1120, 10.5979], [14.0236, 15.8241, 12.6767], [14.7181, 13.4271, 7.3187], [13.1166, 11.4602, 6.9767], [8.3178, 14.8794, 9.8991], [9.0982, 16.9701, 8.8981], [11.2255, 16.9489, 7.6180], [5.9890, 11.4143, 5.5699], [5.6874, 12.6673, 5.9650], [4.4526, 12.6914, 6.5207], [5.6566, 13.4001, 4.8154], [7.0169, 13.2258, 7.2862], [8.3135, 12.6641, 6.8179], [6.7378, 14.6151, 7.4534], [6.6895, 12.2633, 8.5929], [5.3971, 12.4960, 9.7102], [4.3235, 11.5670, 9.4351], [5.1605, 13.9270, 9.8265], [6.2013, 11.8927, 11.2912], [7.3187, 12.5864, 11.6124], [6.5000, 10.6120, 11.1899], [5.2957, 12.0018, 12.3385], [6.5802, 8.5740, 8.5836], [7.5712, 8.8544, 7.4754], [7.2602, 8.3422, 6.0939], [8.6196, 9.5052, 7.6984], [6.2738, 7.4896, 8.5562], [5.6838, 9.1556, 8.5299], [7.0423, 8.7882, 9.5662], [6.5048, 9.0279, 5.6852], [6.8479, 7.3573, 6.2719], [8.1390, 8.3292, 5.4581], [11.6615, 7.4853, 4.6345], [11.5112, 7.9994, 6.7141], [13.7190, 8.0715, 7.0160], [11.2935, 6.0670, 7.7403], [10.6998, 6.9492, 4.3955], [12.5444, 6.8342, 4.5086], [11.7491, 8.4623, 4.0683], [14.0697, 7.1758, 7.5485], [13.9278, 8.9914, 7.5930], [14.1731, 8.1156, 6.0161], [12.1676, 5.4585, 7.5435], [10.3648, 5.5026, 7.3586], [11.0864, 6.2422, 8.8121], [9.7175, 10.1569, 10.4945], [9.8908, 11.0535, 11.8895], [10.3365, 12.3104, 12.0266], [10.6415, 12.6630, 13.3809], [10.0567, 11.5084, 14.2040], [9.7467, 10.5447, 13.1299], [10.2995, 12.9161, 11.2210], [10.1788, 13.6279, 13.6476], [11.7470, 12.7479, 13.5876], [9.1615, 11.8250, 14.7570], [10.7865, 11.1453, 14.8764], [9.4097, 9.6404, 13.3249]], "forces_ev_per_angstrom": [[0.62, -0.37, 0.24], [0.51, -0.18, -0.33], [0.23, 0.61, -0.34], [-0.03, 0.21, 0.34], [-0.47, 0.54, -0.51], [0.65, -0.63, 0.61], [-0.39, -0.06, 0.13], [-0.55, 0.00, 0.60], [-1.27, 0.67, -0.68], [0.31, 0.64, -0.08], [0.06, -1.43, 0.14], [-1.16, 1.21, 0.56], [0.02, -0.74, -0.22], [-0.26, -0.75, -0.09], [1.18, 1.19, -0.47], [-0.18, 0.28, 0.52], [-0.50, 0.70, -0.01], [0.78, -0.35, -0.26], [0.40, 0.24, -0.91], [-0.25, -0.27, 1.33], [0.72, -0.42, -0.95], [0.44, -0.11, -0.26], [-0.23, -0.83, 0.23], [-0.17, -0.37, -0.09], [0.25, -0.13, 0.30], [-0.24, -0.16, -0.16], [0.13, 0.09, 0.21], [-0.55, -0.40, 0.30], [0.13, -0.29, 0.07], [0.40, 0.61, -0.03], [-0.28, 0.43, 0.60], [-0.06, -0.20, -0.69], [1.38, 0.01, -0.41], [0.26, -0.25, 1.71], [-1.01, -1.67, 0.04], [-2.13, 1.19, 0.40], [0.61, -0.18, -0.22], [-0.06, 0.10, 0.32], [0.26, 1.69, -2.43], [1.24, 0.76, 0.61], [0.04, -1.92, 0.45], [-0.53, 0.11, 1.57], [-1.03, -0.37, -0.36], [0.12, 0.03, -0.14], [1.28, 0.27, -1.72], [0.85, -1.40, 0.65], [1.80, 1.61, 0.51], [-0.02, 0.33, 0.92], [-2.41, -0.83, -0.43], [0.28, 1.02, 0.00], [-0.60, 0.52, -0.40], [-0.11, -0.14, -0.59], [0.05, -0.38, -0.04], [-0.27, -0.28, -0.60], [0.05, 0.02, 0.02], [-0.49, -0.14, -0.21], [0.71, 0.23, 0.90], [-0.71, 0.23, -0.03], [-1.83, -0.41, -0.81], [1.09, 0.53, -0.19], [-0.53, 0.30, -0.33], [-0.10, -1.30, 0.54], [-0.11, 0.36, -0.13], [0.14, -0.56, -0.31], [0.00, 0.08, 0.37], [0.12, -0.19, 0.29], [1.36, 0.81, 0.38], [0.49, -0.01, -0.49], [-0.73, -0.16, -0.41], [0.45, 0.06, 1.40], [-0.35, -0.41, -1.12], [0.72, 1.25, 1.06], [-0.94, 0.41, -1.23], [0.40, 0.95, 0.51], [0.36, 0.22, 0.07], [0.27, -0.33, -0.09], [-0.98, -0.03, -0.54], [0.12, -0.28, -0.17], [0.62, -0.61, 0.74], [-0.32, -0.94, -0.16]], "mulliken_charge": [1.8732, -0.1933, -0.0269, -0.2564, -0.5658, 0.1213, -0.4159, -0.1290, -0.3915, -0.4536, 0.0903, -0.7460, -0.9946, 0.1343, -0.1353, 0.6807, 0.5101, -0.5463, -1.0642, -0.4072, 0.2130, 0.4150, 0.3512, 0.4316, 0.4634, 0.4277, 0.4049, 0.5326, 0.4977, 0.6325, -0.1901, 0.5127, -0.2020, -0.2058, 0.8359, -0.6041, -0.5354, -0.6127, 1.0225, -0.5942, -0.6260, 0.5320, -0.2171, -0.1770, -0.2485, -0.9709, 0.9222, -1.2396, -0.4156, 0.4674, 0.2912, 0.0341, 0.2665, 0.4543, 0.2099, -1.3001, 0.4793, -1.2942, -1.2869, 0.3333, 0.3731, 0.3411, 0.4077, 0.2825, 0.3658, 0.4072, 0.3294, 0.3310, -0.4419, 0.1199, 0.2581, -0.4241, -0.5288, -0.1111, -0.1032, 0.2421, 0.2540, 0.3004, 0.3373, 0.1647], "e_tot_ev": -222478.816, "relative_energy_kj_mol": 88.4, "largest_force_ha_per_bohr": 0.05775, "molar_mass_da": 999.805, "orbital_gap_ev": [6.324, 5.607], "multiplicity": 1}

3.
{"formula": "C26H30F3N3O2", "method": "ωB97M-V/def2-TZVPD", "symbols": ["C", "C", "C", "N", "C", "O", "C", "C", "C", "C", "C", "C", "H", "H", "H", "C", "F", "F", "F", "H", "C", "C", "H", "C", "N", "C", "C", "H", "H", "H", "H", "C", "C", "H", "H", "H", "C", "H", "H", "H", "H", "H", "H", "H", "C", "O", "N", "C", "C", "C", "C", "C", "C", "H", "H", "H", "H", "H", "H", "H", "H", "H", "H", "H"], "xyz": [[0.0045, 3.6854, 0.1899], [-0.5464, 2.5751, -0.2631], [0.2356, 1.4786, -0.9353], [0.4431, 0.3542, -0.0152], [-0.6433, -0.0764, 0.6810], [-0.6484, -0.3173, 1.8809], [-1.8681, -0.2932, -0.1451], [-1.7402, -0.8957, -1.3923], [-2.8804, -1.1882, -2.1238], [-4.1439, -0.8929, -1.6244], [-4.2618, -0.3085, -0.3753], [-3.1302, -0.0195, 0.3677], [-3.2115, 0.4203, 1.3506], [-5.2404, -0.0856, 0.0205], [-5.0206, -1.1240, -2.2097], [-2.7506, -1.8731, -3.4552], [-1.5734, -1.6316, -4.0520], [-2.8484, -3.2128, -3.3473], [-3.7025, -1.4998, -4.3254], [-0.7592, -1.1491, -1.7676], [1.8197, 0.1016, 0.4267], [1.9562, -1.1354, 1.3266], [3.0249, -1.2494, 1.5205], [1.4024, -2.3958, 0.6516], [1.5096, -2.2977, -0.7934], [2.7647, -1.6654, -1.1537], [2.7118, -0.1720, -0.8003], [3.7128, 0.1983, -0.5725], [2.3519, 0.3768, -1.6668], [2.9152, -1.7714, -2.2299], [3.6203, -2.1419, -0.6478], [1.2325, -3.5294, -1.5279], [-0.1141, -4.1281, -1.1210], [-0.8815, -3.3621, -1.0573], [-0.4242, -4.8596, -1.8628], [-0.0422, -4.6279, -0.1582], [2.3202, -4.6091, -1.4154], [3.2730, -4.2496, -1.7955], [2.0265, -5.4785, -1.9973], [2.4510, -4.9206, -0.3815], [1.1661, -3.2245, -2.5818], [0.3472, -2.5128, 0.9079], [1.9473, -3.2655, 1.0557], [1.4594, -1.0077, 2.2862], [2.3175, 1.3454, 1.2050], [3.3147, 1.9597, 0.8902], [1.4912, 1.6423, 2.2328], [1.5213, 2.7409, 3.0956], [0.4784, 2.8595, 4.0127], [0.4393, 3.9270, 4.8876], [1.4364, 4.8887, 4.8580], [2.4727, 4.7709, 3.9479], [2.5237, 3.7049, 3.0679], [3.3325, 3.6141, 2.3625], [3.2540, 5.5160, 3.9210], [1.4051, 5.7233, 5.5420], [-0.3725, 4.0095, 5.5953], [-0.2977, 2.1072, 4.0312], [0.7016, 1.0155, 2.3805], [-0.2801, 1.1464, -1.8406], [1.2105, 1.8786, -1.2098], [-1.6057, 2.3933, -0.1392], [-0.5707, 4.4456, 0.6901], [1.0588, 3.8814, 0.0823]], "forces_ev_per_angstrom": [[-0.07, 0.13, -0.03], [0.04, -0.03, -0.20], [-0.21, 0.33, -0.13], [0.04, -0.27, 0.08], [-0.07, 0.08, -0.06], [-0.14, -0.04, 0.14], [-0.22, -0.26, -0.06], [-0.23, 0.10, 0.01], [-0.04, 0.01, -0.09], [0.21, -0.05, -0.07], [-0.04, 0.01, 0.02], [0.14, 0.00, -0.01], [0.00, 0.03, 0.10], [-0.09, 0.03, 0.04], [-0.08, -0.01, -0.05], [0.00, -0.19, -0.25], [0.21, 0.13, 0.11], [-0.03, -0.11, 0.17], [-0.19, 0.15, 0.07], [0.13, 0.02, 0.00], [0.38, -0.01, 0.08], [-0.18, -0.12, 0.04], [0.02, 0.05, -0.04], [-0.12, -0.03, 0.08], [0.09, 0.01, -0.12], [-0.05, 0.18, 0.03], [0.13, -0.12, 0.07], [-0.07, 0.03, -0.06], [0.03, 0.07, 0.01], [0.06, -0.05, 0.03], [0.01, -0.03, -0.09], [-0.07, -0.29, -0.10], [0.21, 0.19, -0.14], [-0.11, 0.04, 0.02], [-0.04, -0.10, -0.03], [-0.03, -0.07, 0.13], [-0.14, 0.34, -0.06], [0.13, -0.02, -0.02], [0.01, -0.13, -0.06], [0.04, -0.08, 0.11], [0.00, -0.07, 0.08], [0.08, -0.08, 0.09], [-0.06, 0.02, 0.00], [0.15, -0.03, -0.06], [-0.20, -0.36, -0.17], [0.23, 0.24, -0.03], [-0.20, -0.12, 0.38], [0.12, 0.23, 0.08], [0.02, -0.03, -0.04], [-0.01, -0.01, 0.00], [0.03, 0.14, 0.08], [-0.12, 0.03, 0.11], [0.16, -0.04, -0.17], [0.02, -0.02, -0.02], [0.07, 0.05, -0.01], [0.00, 0.07, 0.06], [-0.07, -0.01, 0.05], [-0.10, -0.08, 0.00], [0.11, 0.00, -0.18], [0.18, 0.05, -0.01], [-0.05, -0.09, -0.03], [-0.15, 0.07, 0.05], [-0.16, 0.11, 0.11], [0.27, -0.01, -0.05]], "mulliken_charge": [-1.0006, -0.0416, -1.2046, 0.7875, 0.3293, -0.6596, -0.0481, -0.1987, -0.3619, -0.7559, -0.9761, -0.4814, 0.5271, 0.4150, 0.4923, 0.8902, -0.2662, -0.2574, -0.2927, 0.9008, 1.2638, -1.5775, 0.5920, -1.2918, 1.1943, -1.2869, -0.9423, 0.3614, 0.4154, 0.5406, 0.4771, 0.0527, -1.4334, 0.2874, 0.4573, 0.3275, -1.6394, 0.3618, 0.4900, 0.2817, 0.4214, 0.5260, 0.6450, 0.4144, -0.7588, -0.7154, 0.4091, 0.5366, -0.3813, -0.7100, -0.4036, -0.7869, -0.3356, 0.4984, 0.3844, 0.3834, 0.3837, 0.4205, -0.0407, 0.5226, 0.8848, 0.3747, 0.2910, 0.3069], "e_tot_ev": -44167.864, "relative_energy_kj_mol": 0.0, "smiles": "C=CCN(C(=O)c1cccc(C(F)(F)F)c1)C1(C(=O)Nc2ccccc2)CCN(C(C)C)CC1", "largest_force_ha_per_bohr": 0.00873, "molar_mass_da": 473.539, "orbital_gap_ev": 8.499, "multiplicity": 1}

> Among the records above, which one has the highest multiplicity?

C26H30BBrCl2N8O5W